--- one ---
Entry from the Open Molecules 2025 dataset: a single C4H5I molecule (wB97M-V/def2-TZVPD).

Atoms and positions in Å:
H -1.6014 -0.3734 -0.9263
C -0.1961 1.0563 0.0162
C -1.0115 -0.2563 -0.0156
I 3.1902 0.0771 -0.0083
C 0.2342 -1.0990 0.0113
H 0.3481 -2.1711 0.0195
C 1.1320 -0.1243 0.0319
H -0.1915 1.6403 -0.8897
H -1.6696 -0.3961 0.8420
H -0.2344 1.6466 0.9192

## Properties
**SMILES**: IC1=CCC1
**Net charge**: 0
**HOMO**: -8.953 eV
**LUMO energy**: 0.0238 Eh

***

--- two ---
Entry from the Open Molecules 2025 dataset: 2 unconnected molecules or ions with the total composition C4H5I (wB97M-V/def2-TZVPD).

Atoms and positions in Å:
C 0.2372 0.6036 0.5565
C -0.3255 -0.5752 -1.0430
H -1.5170 1.2331 -0.8425
C 0.7837 -0.6896 0.0161
H 1.8181 -0.4499 -0.1770
H -1.4774 -0.5676 1.8440
C -0.7387 0.6307 -0.5265
H -0.3837 -0.8732 -2.0315
I 0.8917 2.2183 1.6122
H 0.7117 -1.5303 0.5917

## Properties
**Net charge**: 0
**HOMO (spin up / spin down)**: -7.578 / -9.619 eV
**LUMO energy (spin up / spin down)**: -0.0137 / -0.0112 Eh

***

The structure with the most favorable energy is one; the runner-up is 406.5 kJ/mol above it.

***

--- one ---
Entry from the Open Molecules 2025 dataset: 2 unconnected molecules or ions with the total composition C4H9N2O (wB97M-V/def2-TZVPD).

Atoms and positions in Å:
H -1.7885 -0.2923 1.2941
N -0.7858 2.2109 -0.0380
H -1.4525 1.5286 -0.2845
H -0.7501 3.0320 -0.5499
C 0.5527 -1.4512 -0.9213
H -1.4265 -0.6233 -1.1083
H 3.0965 1.2637 1.0417
N 1.3763 1.8792 0.8448
H 0.9256 -2.2025 -0.2803
C -0.8135 -0.5695 0.9503
C -0.6442 -0.7609 -0.2772
H 0.1765 -2.0581 -1.8169
C 0.2495 1.8613 0.5858
H 1.3588 -0.8227 -1.2555
H -0.1575 -1.0120 1.7353
O 2.5228 1.8880 1.4162

## Properties
**Net charge**: +1
**HOMO**: -14.391 eV
**LUMO energy**: -0.1495 Eh

***

--- two ---
Entry from the Open Molecules 2025 dataset: 2 unconnected molecules or ions with the total composition C4H9N2O (wB97M-V/def2-TZVPD).

Atoms and positions in Å:
H -1.6926 1.2132 0.7888
H 2.0303 -1.1910 1.3301
C -1.8027 1.4093 -1.2785
H 4.2378 -0.9375 0.3257
C -1.6791 0.0401 -0.8744
H -3.4123 0.7336 0.3175
N 3.5586 -0.2716 0.1111
H 1.5503 1.1650 -0.2818
C 2.3454 -0.4056 0.7001
H 3.7877 0.7227 -0.1684
H -0.8391 2.0800 -1.2919
H -2.3414 1.8684 -2.1105
C -2.3949 0.8177 0.0078
H -1.4924 -1.0314 -1.2917
O 0.1319 0.3094 0.7685
N 1.3771 0.3995 0.3910

## Properties
**Net charge**: +1
**HOMO**: -12.603 eV
**LUMO energy**: -0.2046 Eh

***

The structure with the most favorable energy is one; the runner-up is 77.4 kJ/mol above it.

***

--- one ---
Entry from the Open Molecules 2025 dataset: a gas-phase ion, C4H9N2O (charge +1) (wB97M-V/def2-TZVPD).

Atoms and positions in Å:
H -0.8201 -3.3082 0.5890
C 1.2533 0.4260 -0.1481
H -1.7789 -2.4398 -0.5646
H 1.6572 0.9265 0.7408
H 0.4665 1.8758 -1.5442
N -0.9089 -2.6209 -0.0851
C 0.0044 1.0441 -0.7892
N 0.7848 -0.9065 0.4254
H 2.1104 0.4433 -0.8829
O -0.7412 0.1425 -1.4382
H 1.4473 -1.5170 0.8855
C -0.1668 -1.5718 -0.0181
C -0.7026 1.7282 0.3830
H -0.4624 2.7583 0.5672
H -0.4058 1.3476 1.3600
H -1.7372 1.6717 0.5194

## Properties
**SMILES**: C[C@H]([O-])C[NH+]=C=[NH2+]
**Net charge**: +1
**HOMO (spin up / spin down)**: -14.615 / -14.228 eV
**LUMO energy (spin up / spin down)**: -0.2069 / -0.2155 Eh

***

--- two ---
Entry from the Open Molecules 2025 dataset: a gas-phase ion, C4H9N2O (charge +1) (wB97M-V/def2-TZVPD).

Atoms and positions in Å:
H -1.1523 -2.1475 -0.9664
C -0.5452 -1.4138 -1.4688
H -0.6652 2.1160 -0.4760
H -1.2800 -0.5991 1.2595
C 0.9017 -1.4610 -1.0811
H -0.0440 0.3444 2.3321
O -0.9483 -0.1275 -0.9259
C 0.1123 0.3007 -0.1594
C 0.3042 1.7862 -0.0444
H 0.1860 -1.1843 1.5818
H 1.6276 -2.0826 -1.5506
N 1.2318 -0.4905 -0.3772
H 0.5756 2.3023 0.8991
N -0.2660 -0.2520 1.5161
H 1.1154 2.0357 -0.6159
H -0.4468 -1.1565 -2.5425

## Properties
**SMILES**: C[C@]1([NH3+])N=CCO1
**Net charge**: +1
**HOMO**: -15.335 eV
**LUMO energy**: -0.1382 Eh

***

--- three ---
Entry from the Open Molecules 2025 dataset: a gas-phase ion, C4H9N2O (charge +1) (wB97M-V/def2-TZVPD).

Atoms and positions in Å:
H -1.9952 0.9076 0.4092
H -0.2627 1.5117 -0.8026
C 0.1779 0.9722 0.0402
H 1.7344 0.7324 -1.3044
H -2.2457 -0.5504 1.5390
H -2.7175 -0.7281 -0.2713
H 2.2906 1.4568 0.1583
H -0.0185 1.4343 0.9643
H -0.9870 -1.7706 -0.9590
N 0.8418 -1.3720 0.5297
N 1.7792 -0.6666 0.2186
C -2.0551 -0.2102 0.4917
C -0.4428 -0.4855 0.1122
H 2.7583 -0.9804 0.1775
C 1.6396 0.6846 -0.1497
O -0.4974 -0.9356 -1.1539

## Properties
**SMILES**: C[C@@]1(O)CC[NH+]=N1
**Net charge**: +1
**HOMO**: -15.513 eV
**LUMO energy**: -0.2017 Eh

***

The structure with the most favorable energy is two; the runner-up is 177.2 kJ/mol above it.

***

--- one ---
Entry from the Open Molecules 2025 dataset: 2 unconnected molecules or ions with the total composition C4H9N2O (wB97M-V/def2-TZVPD).

Atoms and positions in Å:
N -1.0208 1.0975 -0.6683
H 3.7290 1.1279 0.9188
O 2.6408 -1.3398 -0.3585
N -1.0248 -1.0587 0.0780
H -2.6945 -2.1863 0.5990
H 1.9694 1.4122 1.0521
C 2.7660 1.0633 0.3935
H -2.0340 1.1584 -0.6987
H -2.8868 -0.4450 0.8421
C -0.3698 0.0018 -0.3241
C 2.5429 -0.2510 -0.0440
H -0.5284 1.9070 -1.0016
H -0.4797 -1.8760 0.3049
H 2.8034 1.7271 -0.4781
C -2.4714 -1.2085 0.1830
H -2.9412 -1.1299 -0.7981

## Properties
**Net charge**: +1
**HOMO**: -12.514 eV
**LUMO energy**: -0.1632 Eh

***

--- two ---
Entry from the Open Molecules 2025 dataset: a gas-phase ion, C4H9N2O (charge +1) (wB97M-V/def2-TZVPD).

Atoms and positions in Å:
N -1.0454 -0.0019 -0.1718
N 0.9590 -1.4328 -0.4236
C 1.2720 -0.0621 -0.6820
H 1.4374 1.6001 0.7667
C 1.6772 0.5147 0.7092
H 0.7434 -1.8752 -1.3533
H 1.0364 0.0071 1.3965
O -0.0253 -1.5256 0.3472
H 2.7198 0.2864 0.6080
C -0.0975 0.5711 -0.6890
C -2.3584 0.0664 0.2827
H -3.0152 0.8178 -0.0449
H -2.9284 -0.9486 0.3475
H 1.9735 0.0277 -1.4851
H -2.2917 0.3657 1.4680
H -0.0569 1.5890 -1.0761

## Properties
**SMILES**: C/N=C/[C@@H](C)[NH+]=O
**Net charge**: +1
**HOMO (spin up / spin down)**: -15.050 / -15.050 eV
**LUMO energy (spin up / spin down)**: -0.2063 / -0.2062 Eh

***

The structure with the most favorable energy is one; the runner-up is 325.1 kJ/mol above it.

***

--- one ---
Entry from the Open Molecules 2025 dataset: 2 unconnected molecules or ions with the total composition C5H16N2O (wB97M-V/def2-TZVPD).

Atoms and positions in Å:
H 1.1304 -2.3225 -0.7477
H -0.7727 1.5529 0.5257
H 1.4082 -1.1257 1.9928
N 1.4119 -0.3416 -0.0559
C -0.6285 -0.4646 1.4821
H -0.9078 -0.5858 2.5595
C -2.0116 -0.0280 -0.5059
H 1.9079 2.5420 -1.8568
C 1.9363 -1.7185 -0.3716
H 2.6727 -1.7133 -1.1588
H -2.3821 0.6882 -2.3682
C 0.9074 -0.3748 1.4276
H 0.5353 -0.2293 -0.6043
H -2.1655 0.9392 1.4109
N -1.6611 0.7434 -1.7459
H -1.8496 -1.0844 -0.6979
H -3.1153 0.0701 -0.4684
H -1.4278 1.7770 -1.5928
O 1.6266 2.5275 -0.9475
H -0.8789 -1.5760 1.1104
H 1.9616 1.6444 -0.6407
H 2.5397 -2.2030 0.5717
C -1.3875 0.6262 0.7473
H 1.1504 0.6566 1.9345

## Properties
**SMILES**: CNCCCCN.O
**Net charge**: 0
**HOMO**: -9.024 eV
**LUMO energy**: 0.0382 Eh

***

--- two ---
Entry from the Open Molecules 2025 dataset: 2 unconnected molecules or ions with the total composition C5H16N2O (wB97M-V/def2-TZVPD).

Atoms and positions in Å:
H 2.3772 3.1237 -0.6781
H 1.3037 0.6776 2.5800
C -0.9314 -3.2014 -1.1436
H 2.2085 0.5754 0.1362
N -0.7813 0.1401 0.1988
H -1.6068 -1.3295 -0.2708
C 1.5682 1.4271 -0.1296
H -0.2699 2.2727 0.5305
H 0.1339 -0.1311 0.8244
H -0.3044 -3.4366 -0.2835
H -2.7115 -2.6791 -0.0068
O 2.3049 2.6001 0.1279
H -0.2088 1.5606 2.8879
H -2.6457 -1.9552 -1.6134
H -1.3375 -4.1381 -1.5289
C 0.6888 1.5232 2.2703
H 0.5596 2.0092 -1.7883
H -1.6753 0.4367 0.5954
H 1.2532 2.4408 2.4338
C 0.3299 1.3896 0.7913
H -0.3032 -2.7681 -1.9187
H 0.8416 0.4010 -1.7199
C -2.0486 -2.2482 -0.7559
N 1.2547 1.3094 -1.5390

## Properties
**SMILES**: C[C@H](N)[C@@H](N)O.CC
**Net charge**: 0
**HOMO**: -9.654 eV
**LUMO energy**: 0.0297 Eh

***

The structure with the most favorable energy is one; the runner-up is 133.9 kJ/mol above it.